1.
90
Properties=species:S:1:pos:R:3:lowdin_charge:R:1 method="wB97M-V/def2-TZVPD" charge=+3 s_squared=0.778 spin_multiplicity=2 molar_mass_da=1084.19 homo_ha="-0.57119 / -0.57119" relative_energy_kj_mol=27.7
Ti -0.404 0.441 0.047 0.922
C -1.898 3.487 2.777 -0.002
C -1.545 2.177 2.498 -0.126
N -1.171 2.060 1.216 -0.079
N -1.305 3.283 0.654 0.038
C -1.730 4.157 1.574 -0.007
B -0.941 3.459 -0.850 -0.623
N 0.576 3.084 -0.967 0.055
C 1.638 3.734 -1.443 -0.006
C 2.774 2.956 -1.245 -0.001
C 2.313 1.814 -0.632 -0.155
N 0.982 1.880 -0.448 -0.106
N -1.765 2.367 -1.648 0.041
C -2.511 2.528 -2.739 -0.005
C -3.116 1.317 -3.062 0.011
C -2.671 0.435 -2.100 -0.091
N -1.856 1.069 -1.235 -0.069
N -1.309 4.810 -1.343 -0.027
C -2.535 5.411 -1.252 -0.096
C -2.502 6.549 -2.007 -0.027
C -1.201 6.569 -2.552 -0.111
N -0.493 5.529 -2.167 0.074
H -2.223 3.902 3.714 0.119
H -1.523 1.319 3.151 0.105
H -1.876 5.194 1.325 0.140
H 1.497 4.700 -1.898 0.120
H 3.785 3.203 -1.516 0.119
H 2.855 0.933 -0.320 0.097
H -2.573 3.491 -3.219 0.148
H -3.790 1.121 -3.876 0.124
H -2.883 -0.615 -1.969 0.132
H -3.335 4.980 -0.673 0.130
H -3.291 7.266 -2.146 0.111
H -0.761 7.304 -3.207 0.120
C 3.092 -4.624 -2.023 -0.298
Sb 2.874 -2.783 -1.010 1.502
C 3.870 -1.558 -2.429 -0.278
C 4.543 -3.014 0.570 -0.186
C 5.069 -1.709 0.849 -0.282
C 6.204 -1.266 0.120 -0.022
C 6.820 -0.081 0.422 -0.027
C 6.315 0.702 1.469 -0.002
C 5.187 0.306 2.176 -0.029
C 4.523 -0.875 1.874 -0.250
C 3.320 -1.287 2.647 -0.278
Sb 1.491 -0.183 2.292 1.392
C 2.104 1.680 3.083 -0.279
C 0.469 -0.994 3.960 -0.278
H 4.152 -4.862 -2.114 0.028
H 2.679 -4.509 -3.025 0.023
H 2.574 -5.425 -1.502 0.020
H 4.617 -2.155 -2.951 0.034
H 4.349 -0.707 -1.946 0.003
H 3.148 -1.186 -3.152 0.000
H 5.194 -3.651 -0.028 0.090
H 4.032 -3.548 1.359 0.066
H 6.601 -1.905 -0.659 0.131
H 7.704 0.233 -0.115 0.127
H 6.818 1.620 1.742 0.128
H 4.842 0.917 2.999 0.115
H 3.443 -1.060 3.708 0.088
H 3.065 -2.337 2.555 0.051
H 2.533 1.531 4.073 0.032
H 1.238 2.337 3.158 0.006
H 2.833 2.150 2.425 0.010
H 0.799 -0.472 4.857 0.031
H 0.715 -2.051 4.046 0.025
H -0.608 -0.894 3.855 -0.016
Cl -1.192 -3.603 -6.051 0.774
C -0.771 -2.789 -4.616 -0.696
C -0.931 -3.424 -3.379 -0.695
Cl -1.533 -5.022 -3.305 0.757
C -0.596 -2.747 -2.205 -0.630
Cl -0.786 -3.527 -0.673 0.728
C -0.096 -1.453 -2.268 -0.463
O 0.174 -0.786 -1.117 -0.336
C 0.085 -0.824 -3.490 -0.606
Cl 0.697 0.784 -3.530 0.823
C -0.263 -1.486 -4.669 -0.688
Cl -0.071 -0.703 -6.172 0.770
N -4.838 -3.106 3.516 0.231
C -4.362 -2.110 2.791 -0.437
N -5.133 -1.070 2.477 0.226
N -3.083 -2.208 2.398 0.174
C -2.405 -1.396 1.722 -0.292
N -1.659 -0.728 1.108 0.054
H -5.786 -3.129 3.854 0.144
H -4.231 -3.883 3.724 0.143
H -6.099 -1.014 2.758 0.141
H -4.768 -0.325 1.909 0.124

2.
9
Properties=species:S:1:pos:R:3:lowdin_charge:R:1 method="wB97M-V/def2-TZVPD" spin_multiplicity=1 molar_mass_da=203.96 homo_ha="-0.31140 / -0.31139" relative_energy_kj_mol=376.5
C 0.084 -1.554 0.636 -0.148
C 0.745 -0.547 0.047 -0.726
C -0.578 1.521 -0.337 -0.211
F -0.383 1.583 -1.644 0.080
F -1.791 1.131 -0.023 0.085
I 2.619 -0.492 -0.838 0.746
H 0.369 -2.513 0.576 -0.008
H -0.870 -1.268 1.166 0.070
H -0.196 2.140 0.418 0.112

3.
11
Properties=species:S:1:pos:R:3:lowdin_charge:R:1 method="wB97M-V/def2-TZVPD" spin_multiplicity=1 molar_mass_da=83.09 homo_ha=-0.39213 smiles=N#C[C@@H]1C[C@H]1O relative_energy_kj_mol=179.3
N 3.130 0.148 -0.260 0.128
C 1.990 0.046 -0.066 -0.168
C 0.556 0.025 0.392 -0.180
C -0.498 -1.092 0.031 -0.032
C -0.649 0.304 -0.546 -0.307
O -1.655 1.182 -0.041 -0.021
H 0.345 0.524 1.346 0.133
H -0.113 -1.886 -0.611 0.107
H -1.244 -1.450 0.716 0.101
H -0.535 0.517 -1.655 0.167
H -1.327 1.680 0.695 0.072

4.
63
Properties=species:S:1:pos:R:3:lowdin_charge:R:1 method="wB97M-V/def2-TZVPD" charge=-1 spin_multiplicity=1 molar_mass_da=889.24 homo_ha="-0.22206 / -0.22508" relative_energy_kj_mol=64.5
Co -0.117 0.661 -0.533 0.619
C -2.848 3.908 0.861 -0.014
C -3.415 2.769 0.074 -0.244
N -4.637 2.853 -0.402 0.118
C -5.158 1.815 -1.088 -0.101
C -4.502 0.633 -1.301 -0.148
C -5.166 -0.462 -2.095 -0.215
O -4.787 -0.471 -3.465 -0.042
C -3.185 0.508 -0.800 -0.066
C -2.451 -0.728 -0.894 -0.025
N -1.256 -0.888 -0.479 0.000
C -0.647 -2.173 -0.501 -0.302
C -0.854 -3.095 -1.519 -0.013
C -0.188 -4.312 -1.513 -0.071
C 0.704 -4.618 -0.500 -0.079
C 0.910 -3.714 0.535 -0.132
C 0.223 -2.518 0.532 -0.599
I 0.453 -1.186 2.135 1.099
C -2.620 1.604 -0.124 -0.248
O -1.417 1.557 0.377 -0.099
H -3.520 4.761 0.793 0.076
H -1.853 4.175 0.505 0.062
H -2.737 3.620 1.910 0.090
H -6.163 1.958 -1.474 0.110
H -6.243 -0.308 -2.089 0.117
H -4.976 -1.437 -1.634 0.109
H -3.825 -0.493 -3.536 0.059
H -2.960 -1.610 -1.276 0.134
H -1.498 -2.834 -2.349 0.102
H -0.360 -5.011 -2.321 0.105
H 1.252 -5.552 -0.516 0.104
H 1.610 -3.933 1.330 0.097
O 3.703 1.255 -1.598 -0.221
As 2.977 0.271 -0.364 0.904
O 3.920 -1.037 -0.135 -0.457
O 1.419 -0.273 -0.863 -0.478
C 2.940 1.326 1.276 -0.269
C 3.613 0.746 2.344 -0.129
C 3.644 1.385 3.576 -0.081
C 2.994 2.600 3.752 -0.077
C 2.334 3.196 2.688 -0.053
C 2.320 2.566 1.452 -0.258
S 1.549 3.381 0.075 0.510
O 2.627 3.926 -0.720 -0.287
O 0.590 4.317 0.594 -0.287
O 0.955 2.232 -0.666 -0.397
H 3.331 2.154 -1.633 0.012
H 4.101 -0.208 2.184 0.096
H 4.170 0.926 4.405 0.101
H 3.003 3.085 4.721 0.101
H 1.820 4.143 2.796 0.112
F 1.525 -0.610 -7.136 0.107
C 1.002 -0.259 -5.954 -0.149
C 1.585 0.735 -5.191 -0.136
F 2.685 1.342 -5.646 0.120
C 1.034 1.117 -3.984 -0.127
F 1.612 2.108 -3.310 0.122
C -0.126 0.520 -3.467 -0.239
O -0.715 0.883 -2.361 -0.055
C -0.664 -0.497 -4.267 -0.110
F -1.785 -1.130 -3.833 0.066
C -0.140 -0.873 -5.484 -0.150
F -0.729 -1.835 -6.208 0.106

5.
11
Properties=species:S:1:pos:R:3:lowdin_charge:R:1 method="wB97M-V/def2-TZVPD" charge=-1 spin_multiplicity=1 molar_mass_da=110.03 homo_ha=-0.07538 smiles="C[P@@]([O-])(O)=NO" relative_energy_kj_mol=272.9
C -1.512 -0.640 0.251 -0.183
P 0.203 0.217 -0.183 0.517
O 0.756 0.032 -1.561 -0.416
O -0.407 1.787 -0.131 -0.267
N 1.294 -0.370 1.223 -0.306
O 2.584 -0.502 0.611 -0.315
H -1.649 -0.731 1.317 0.006
H -2.253 0.046 -0.180 0.009
H -1.544 -1.608 -0.242 0.012
H 0.138 2.128 -0.835 0.010
H 2.390 -0.360 -0.269 -0.067

6.
52
Properties=species:S:1:pos:R:3:lowdin_charge:R:1 method="wB97M-V/def2-TZVPD" spin_multiplicity=1 molar_mass_da=417.49 homo_ha=-0.31078 smiles="CCCOc1ccc(N2C(=O)C[C@@H](NCc3ccc(S(N)(=O)=O)cc3)C2=O)cc1" relative_energy_kj_mol=86.6
C 2.431 1.275 4.893 -0.099
C 1.625 2.555 4.695 -0.213
C 0.962 2.594 3.322 -0.211
O 0.002 1.547 3.267 -0.057
C -0.580 1.258 2.077 -0.293
C -1.414 0.136 2.064 0.000
C -1.992 -0.300 0.894 0.009
C -1.741 0.377 -0.296 -0.169
N -2.232 -0.144 -1.524 0.118
C -2.608 0.634 -2.612 -0.399
O -2.623 1.834 -2.637 0.118
C -3.024 -0.294 -3.734 -0.014
C -2.675 -1.696 -3.255 -0.229
N -1.626 -2.360 -4.017 -0.002
C -0.346 -1.680 -4.154 -0.157
C 0.402 -1.375 -2.874 -0.206
C 0.706 -2.390 -1.969 -0.026
C 1.364 -2.103 -0.788 -0.037
C 1.737 -0.801 -0.523 -0.276
S 2.626 -0.436 0.973 0.626
N 1.651 -1.112 2.152 -0.021
O 2.676 0.991 1.150 -0.305
O 3.861 -1.166 0.982 -0.290
C 1.477 0.215 -1.417 -0.059
C 0.800 -0.074 -2.591 -0.024
C -2.286 -1.500 -1.787 -0.372
O -2.032 -2.388 -1.014 0.113
C -0.967 1.529 -0.279 -0.015
C -0.396 1.973 0.899 -0.002
H 2.978 1.312 5.831 0.071
H 3.140 1.148 4.077 0.071
H 1.766 0.415 4.916 0.065
H 2.281 3.423 4.776 0.112
H 0.856 2.631 5.465 0.112
H 0.463 3.560 3.169 0.131
H 1.716 2.443 2.541 0.099
H -1.587 -0.390 2.989 0.124
H -2.619 -1.175 0.902 0.115
H -4.096 -0.173 -3.899 0.135
H -2.525 -0.021 -4.663 0.126
H -3.540 -2.367 -3.298 0.158
H -1.484 -3.281 -3.615 0.113
H -0.504 -0.752 -4.708 0.111
H 0.271 -2.333 -4.780 0.131
H 0.417 -3.407 -2.186 0.121
H 1.595 -2.875 -0.072 0.119
H 2.176 -1.719 2.760 0.075
H 1.131 -0.423 2.671 0.032
H 1.808 1.213 -1.180 0.116
H 0.582 0.719 -3.293 0.123
H -0.813 2.090 -1.184 0.114
H 0.210 2.863 0.881 0.116

7.
19
Properties=species:S:1:pos:R:3:lowdin_charge:R:1 method="wB97M-V/def2-TZVPD" spin_multiplicity=1 molar_mass_da=140.27 homo_ha=-0.31931 smiles=CCSSCC.O relative_energy_kj_mol=38.7
C -0.658 -1.357 -1.641 -0.186
C -1.069 -2.696 -1.053 -0.565
S -1.024 -2.635 0.814 0.454
S 0.945 -2.131 1.278 0.454
C 0.708 -0.293 1.658 -0.556
C 2.052 0.387 1.424 -0.177
H -0.329 -1.473 -2.682 0.072
H 0.285 -1.063 -1.175 0.031
H -1.478 -0.649 -1.616 0.073
H -0.433 -3.517 -1.369 0.061
H -2.115 -2.975 -1.171 0.053
H -0.082 0.051 0.994 0.042
H 0.295 -0.368 2.659 0.052
H 2.160 1.315 1.983 0.072
H 2.221 0.462 0.354 0.067
H 2.814 -0.286 1.826 0.053
O -1.285 5.727 -0.386 -0.063
H -1.320 5.029 -1.050 0.031
H -1.687 6.471 -0.848 0.032

8.
63
Properties=species:S:1:pos:R:3:lowdin_charge:R:1 method="wB97M-V/def2-TZVPD" charge=+2 s_squared=8.824 spin_multiplicity=6 molar_mass_da=772.24 homo_ha="-0.51049 / -0.51945" relative_energy_kj_mol=0.0
Ir 15.410 12.326 9.773 1.273
O 18.655 11.993 12.392 -0.250
Cl 17.902 12.626 11.374 0.734
O 18.450 13.907 11.051 -0.251
O 16.449 12.771 11.848 -0.486
O 17.716 11.746 10.183 -0.435
O 15.799 12.223 5.457 -0.249
S 16.386 11.639 6.617 0.619
O 15.716 10.563 7.260 -0.320
N 16.378 12.816 7.784 -0.148
C 16.807 14.100 7.555 -0.181
C 17.684 14.508 6.472 0.070
C 18.092 15.810 6.416 -0.030
C 17.672 16.704 7.356 0.030
C 16.801 16.392 8.413 -0.117
C 16.416 17.315 9.435 0.076
C 15.741 16.809 10.538 -0.008
C 15.423 15.490 10.560 -0.088
N 15.658 14.622 9.556 0.014
C 16.347 15.052 8.501 -0.177
C 18.054 11.155 6.188 -0.291
C 19.039 10.988 7.139 -0.063
C 20.280 10.465 6.788 -0.055
C 20.514 10.141 5.474 -0.066
C 19.518 10.228 4.512 -0.031
C 18.271 10.775 4.868 -0.040
H 18.025 13.775 5.738 0.125
H 18.678 16.187 5.591 0.134
H 17.957 17.775 7.252 0.152
H 16.663 18.377 9.263 0.146
H 15.460 17.512 11.270 0.116
H 14.952 15.096 11.468 0.131
H 18.909 11.214 8.169 0.082
H 21.043 10.238 7.569 0.135
H 21.514 9.851 5.182 0.118
H 19.689 9.859 3.497 0.125
H 17.542 10.880 4.108 0.109
N 13.132 12.307 9.588 0.083
C 11.993 12.294 9.717 -0.088
C 10.566 12.204 9.911 -0.220
C 10.026 11.005 10.351 -0.044
C 8.670 10.895 10.557 -0.050
C 7.842 11.977 10.237 -0.038
C 8.365 13.106 9.634 -0.049
C 9.737 13.259 9.508 -0.007
H 10.680 10.132 10.499 0.126
H 8.240 9.917 10.864 0.132
H 6.768 11.834 10.236 0.121
H 7.660 13.884 9.427 0.115
H 10.129 14.125 8.987 0.126
N 16.173 9.999 12.500 0.284
C 15.764 9.221 11.524 -0.283
C 15.890 7.804 11.592 0.106
C 15.426 7.068 10.457 -0.007
C 14.906 7.748 9.411 0.044
C 14.718 9.201 9.500 -0.096
N 15.194 9.917 10.450 0.059
H 16.708 9.607 13.262 0.157
H 16.253 11.045 12.394 0.088
H 16.265 7.291 12.506 0.155
H 15.537 6.001 10.448 0.129
H 14.470 7.319 8.502 0.142
H 14.276 9.655 8.585 0.111